1.
Molecular formula: C45H50CdN7O5P2S2SeSi
Method: DFT, ωB97M-V with the def2-TZVPD basis set

```
114
C45H50CdN7O5P2S2SeSi | the OMol25 dataset | ωB97M-V with the def2-TZVPD basis set
Cd -0.246 -0.626 -0.443
C -1.793 3.063 3.928
N -1.840 2.505 2.592
C -2.612 2.965 1.554
C -2.333 2.164 0.482
N -1.409 1.233 0.845
C -1.127 1.445 2.115
P 0.040 0.482 3.126
C -0.633 -1.173 2.782
N -1.181 -1.572 1.651
C -1.465 -2.897 1.817
C -1.107 -3.290 3.074
N -0.593 -2.182 3.686
C 0.013 -2.141 5.002
C 1.478 0.505 2.021
N 1.460 0.424 0.706
C 2.757 0.437 0.283
C 3.573 0.514 1.371
N 2.758 0.560 2.466
C 3.197 0.596 3.843
H -2.545 3.845 3.999
H -2.007 2.298 4.674
H -0.815 3.493 4.138
H -3.265 3.812 1.667
H -2.716 2.204 -0.521
H -1.908 -3.473 1.023
H -1.141 -4.244 3.569
H -0.193 -3.080 5.513
H 1.093 -2.030 4.915
H -0.398 -1.315 5.583
H 3.017 0.420 -0.763
H 4.644 0.508 1.461
H 4.277 0.722 3.854
H 2.733 1.426 4.374
H 2.949 -0.339 4.345
O -1.546 -2.396 -1.257
N -0.903 -3.523 -1.446
C -1.647 -4.655 -1.440
C -1.095 -5.897 -1.589
C 0.292 -5.990 -1.736
C 1.037 -4.841 -1.748
C 0.454 -3.562 -1.627
S 1.387 -2.140 -1.719
H -2.703 -4.465 -1.317
H -1.735 -6.767 -1.582
H 0.776 -6.954 -1.828
H 2.113 -4.867 -1.833
C 5.587 3.505 -4.433
Si 3.896 4.130 -3.835
C 3.022 4.740 -5.405
C 4.285 5.713 -2.857
Se 2.738 2.654 -2.708
H 6.121 4.265 -5.014
H 5.454 2.617 -5.056
H 6.206 3.219 -3.579
H 3.599 5.515 -5.924
H 2.039 5.145 -5.151
H 2.864 3.903 -6.089
H 4.902 6.411 -3.436
H 4.814 5.463 -1.933
H 3.355 6.216 -2.581
O -1.136 0.724 -1.994
P -1.624 1.381 -3.272
C -3.208 1.030 -3.862
C -4.371 1.480 -3.126
C -5.640 1.234 -3.587
C -5.873 0.526 -4.783
C -4.737 0.063 -5.508
C -3.464 0.298 -5.072
C -1.550 3.178 -2.967
C -2.349 4.061 -3.691
C -2.266 5.429 -3.467
C -1.383 5.920 -2.512
C -0.589 5.045 -1.785
C -0.671 3.678 -2.010
C -0.457 1.049 -4.613
C -0.139 1.990 -5.585
C 0.768 1.680 -6.586
C 1.370 0.429 -6.616
C 1.064 -0.510 -5.642
C 0.154 -0.200 -4.642
H -4.243 2.030 -2.198
H -6.484 1.594 -3.005
H -6.879 0.329 -5.130
H -4.879 -0.491 -6.432
H -2.626 -0.069 -5.655
H -3.046 3.659 -4.418
H -2.890 6.109 -4.036
H -1.310 6.989 -2.341
H 0.118 5.423 -1.056
H -0.032 2.998 -1.464
H -0.580 2.978 -5.546
H 1.027 2.426 -7.328
H 2.097 0.196 -7.386
H 1.554 -1.476 -5.638
H -0.055 -0.914 -3.857
C 2.382 -4.794 8.300
C 2.612 -4.426 6.857
C 2.097 -5.203 5.823
C 2.297 -4.853 4.494
C 3.015 -3.709 4.173
C 3.564 -2.946 5.195
C 3.358 -3.298 6.522
S 3.158 -3.209 2.448
O 3.270 -4.467 1.736
O 4.336 -2.355 2.422
O 1.899 -2.509 2.212
H 1.892 -5.765 8.383
H 1.751 -4.057 8.801
H 3.324 -4.844 8.850
H 1.534 -6.100 6.064
H 1.905 -5.460 3.687
H 4.170 -2.089 4.929
H 3.793 -2.694 7.312
```

Output
<S²> = 0.7640
Total charge = -2
ΔE to the lowest compared entry with this formula, charge and spin = 0.0000 eV
Orbital gap (alpha / beta) = 2.6423 / 5.0041 eV
2S+1 = 2
HOMO (alpha / beta) = 0.73 / -1.63 eV

Atomic partial charges in e from the Löwdin method, atoms 1 to 6: Cd 1.277; C -0.054; N -0.140; C -0.054; C -0.115; N 0.023

2.
Molecular formula: C19H28N4O2S
Method: DFT, ωB97M-V with the def2-TZVPD basis set

```
54
C19H28N4O2S | the OMol25 dataset | ωB97M-V with the def2-TZVPD basis set
C 5.953 0.662 1.618
C 7.166 0.246 0.796
C 6.908 -0.959 -0.106
H 6.570 -1.804 0.495
H 7.847 -1.236 -0.590
C 5.862 -0.693 -1.196
C 4.470 -0.801 -0.691
N 4.055 -1.715 0.108
N 2.764 -1.637 0.414
C 2.170 -0.647 -0.164
N 0.842 -0.365 0.005
C 0.238 0.699 -0.607
O 0.864 1.437 -1.337
C -1.237 0.879 -0.278
C -1.392 1.202 1.215
C -2.871 1.418 1.534
C -3.416 2.581 0.708
C -3.265 2.256 -0.777
C -4.053 0.987 -1.109
H -3.960 0.760 -2.174
H -5.111 1.138 -0.882
C -3.508 -0.177 -0.283
N -4.264 -1.383 -0.611
C -4.032 -2.608 -0.087
O -3.144 -2.841 0.707
C -4.991 -3.667 -0.593
H -4.918 -3.753 -1.675
H -4.739 -4.621 -0.140
H -6.013 -3.404 -0.330
H -5.029 -1.276 -1.258
C -3.652 0.146 1.209
H -3.275 -0.694 1.794
H -4.708 0.281 1.451
C -2.025 -0.391 -0.616
H -1.920 -0.624 -1.678
H -1.673 -1.249 -0.043
C -1.790 2.045 -1.105
H -1.661 1.830 -2.167
H -1.220 2.949 -0.884
H -3.653 3.086 -1.376
H -2.869 3.495 0.943
H -4.468 2.748 0.950
H -2.978 1.644 2.600
H -0.822 2.103 1.455
H -1.005 0.385 1.827
H 0.328 -0.999 0.601
S 3.201 0.323 -1.185
H 6.011 0.294 -1.636
H 5.984 -1.436 -1.991
H 7.497 1.091 0.186
H 7.983 -0.008 1.475
H 5.170 1.066 0.982
H 5.550 -0.192 2.158
H 6.230 1.429 2.339
```

Output
SMILES = CCCCc1nnc(NC(=O)[C@@]23C[C@@H]4C[C@@H](C[C@@](NC(C)=O)(C4)C2)C3)s1
ΔE to the lowest compared entry with this formula, charge and spin = 0.0000 eV
Orbital gap = 9.2684 eV
2S+1 = 1
HOMO = -8.76 eV

Atomic partial charges in e from the Löwdin method, atoms 1 to 6: C -0.108; C -0.262; C -0.217; H 0.105; H 0.106; C -0.198